Record 1
75
Properties=species:S:1:pos:R:3 method="wB97M-V/def2-TZVPD" homo_energy_ev=-11.10 energy_ha=-78910.91571 orbital_gap_ha=0.191 total_charge=+1
Br 5.7877 5.6621 6.7582
Br -7.3133 -6.7540 -2.0670
Br 6.0084 4.0877 1.4659
Br 6.7240 6.2489 9.7853
Br 2.2217 5.1608 8.0379
Br 3.4478 -10.0002 -3.4268
Br 5.3279 7.6177 2.7212
Br 2.1932 6.9789 5.3774
Br -1.6043 -2.2031 3.1886
Br 3.7671 4.5241 3.7398
Br -0.4015 -5.5481 -3.4642
Br -6.6775 0.4599 -0.9059
Br -4.1679 -3.1330 0.6633
Br -7.3418 -4.9360 -4.7275
Br -2.6260 -5.1094 4.1340
Br -5.0467 2.3693 -2.9256
Br 2.5895 -5.1517 -2.3321
Br -7.5730 0.6778 -3.9938
Br 5.3418 -7.6979 -4.6502
Br 2.3508 -8.0943 -5.7823
Br 6.1486 3.2241 8.8344
Br 5.6790 9.1843 5.5152
Br 0.4254 -4.7059 3.1798
Br -0.0482 7.4152 7.6513
Br -5.0635 -2.9151 -2.4246
Br 4.2624 10.6446 3.0161
Br -9.5832 -4.4996 -2.4536
Br 6.0369 2.2696 4.1264
Br 0.6954 -7.4539 -1.1087
Br -2.5372 -1.2236 -1.3565
S 0.8366 0.4130 0.9882
F 2.3434 1.2508 1.0046
O -0.2989 1.1597 1.7815
O 1.0883 -0.9069 1.8179
O 1.6194 3.0947 -1.3378
O -2.0078 0.3202 -5.5827
O -0.9809 3.3184 -0.9585
O -0.9642 -1.9819 -5.7229
N 0.0486 1.0693 -1.7021
N -0.3940 0.8351 -2.9666
C -1.1173 -3.8855 4.0349
C 6.7632 4.9912 8.3017
C 4.9363 3.2464 2.8541
C 3.9087 -8.9640 -5.0073
C 1.1564 -6.4177 -2.6892
C -4.2675 -1.9917 -0.9089
C -0.4226 -1.9808 -2.5706
C 0.2758 -0.0708 -0.7743
C -3.1943 0.6938 -4.7972
C 0.1248 -1.6775 -1.0143
C 1.1211 6.1376 6.7656
C 5.5947 9.3434 3.5782
C -8.4139 -5.7772 -3.3393
C -0.6302 -0.5648 -3.3571
C -6.7770 1.6013 -2.4780
B 0.2453 2.5550 -1.3085
B -1.2298 -0.7442 -4.9177
H 4.2916 2.5125 2.3595
H 7.8101 4.8876 7.9980
H 0.4764 5.4037 6.2710
H -1.6072 -2.6996 -5.4340
H -3.3004 0.1428 -3.7688
H -4.9318 -1.1583 -0.6574
H -0.8260 -3.6529 5.0645
H 2.0887 2.6370 -2.1105
H 0.3364 -2.5342 -0.2328
H 1.5328 -7.1244 -3.4362
H -0.6373 -3.0588 -2.9734
H -0.6364 4.2357 -0.6997
H -4.1420 0.4149 -5.4413
H 6.5682 9.7185 3.2456
H -7.4413 2.4346 -2.2265
H 4.2851 -9.6706 -5.7543
H -3.1955 1.8566 -4.6389
H -9.0587 -6.5111 -3.8340

Record 2
17
Properties=species:S:1:pos:R:3 method="wB97M-V/def2-TZVPD" homo_energy_ev=-8.80 energy_ha=-272.57582 orbital_gap_ha=0.360
C 2.7191 0.0586 -0.3373
C -2.6471 0.4721 0.0169
C -1.7813 1.1740 0.4961
C 0.8353 -1.3584 0.4185
C 1.4657 -0.1827 0.3822
C -3.7563 -0.3597 -0.4235
C 3.5144 1.1328 -0.1775
H -4.7537 -0.1906 -0.0202
H 4.4172 1.0609 -0.6425
H -3.6281 -1.3977 -0.2725
H 0.9741 0.5684 1.0503
H -3.8942 -0.3015 -1.5259
H 3.2066 1.9883 0.3869
H 3.0586 -0.8030 -0.8216
H -0.0614 -1.4865 0.8768
H -1.0304 1.8335 0.7537
H 1.3617 -2.2084 -0.1606

Record 3
48
Properties=species:S:1:pos:R:3 method="wB97M-V/def2-TZVPD" homo_energy_ev=-8.50 energy_ha=-1277.03201 orbital_gap_ha=0.285
O -5.9359 -0.0862 1.7761
O -3.2763 1.9411 -3.0948
O -6.5831 -0.3191 -0.2545
O -2.5038 0.1791 4.2872
O 4.1408 -0.4935 1.9084
N -5.7646 0.0299 0.5721
N 2.5028 -1.5935 0.7631
N -3.4243 0.4532 2.2598
C -1.0874 -0.2599 2.4388
C 3.8027 -1.2670 1.0439
C 4.7186 -0.0289 -1.5027
C 6.0040 0.5960 -0.9743
C -3.4283 0.8132 0.9334
C 0.1163 -1.5712 0.8268
C -3.4015 1.5576 -1.8040
C 4.7902 -1.9870 0.1424
C -4.3703 1.7422 -3.9633
C -4.5470 0.6107 0.1029
C -2.3150 1.4429 0.3509
C -2.2962 1.7994 -0.9721
C 0.1248 0.1529 2.9853
C -2.3567 0.1564 3.0867
C 1.3315 -1.1275 1.3535
C 4.6734 -1.5475 -1.3226
C -1.0794 -1.1408 1.3590
C 1.3252 -0.2595 2.4440
C -4.5234 0.9755 -1.2483
H 0.1147 -2.2635 -0.0037
H 4.6207 0.1911 -2.5687
H -2.0084 -1.5085 0.9491
H 2.3582 -2.2497 0.0078
H 2.2590 0.0759 2.8625
H -1.4357 2.2900 -1.3975
H -5.2488 2.3045 -3.6339
H 4.6254 -3.0647 0.2163
H 3.8654 0.4242 -0.9922
H 6.0469 0.5274 0.1089
H 5.4946 -2.0005 -1.8825
H -4.3407 0.3899 2.7039
H -4.0459 2.1147 -4.9331
H -4.6259 0.6819 -4.0477
H 6.8743 0.0968 -1.3954
H 3.7408 -1.9232 -1.7532
H -1.4637 1.6663 0.9724
H 5.7904 -1.7692 0.5151
H 0.1130 0.8107 3.8408
H -5.4185 0.7899 -1.8204
H 6.0473 1.6477 -1.2463

Record 4
63
Properties=species:S:1:pos:R:3 method="wB97M-V/def2-TZVPD" homo_energy_ev=-9.93 energy_ha=-1440.18981 orbital_gap_ha=0.212 total_charge=+1
Hf 0.4398 -1.1196 0.3693
Si 0.1954 -1.9782 -2.1779
O -1.7629 2.3236 -1.8577
N -1.8823 3.6715 -3.5223
C -0.8044 -1.6901 2.1616
C 2.9104 3.0597 -1.7629
C -1.6547 0.1789 0.9865
C 1.1445 -3.5601 -1.7145
C 1.9919 0.0974 1.5342
C 0.4730 2.6440 -2.6003
C -3.6701 3.0012 -1.9124
C -5.0559 2.2963 -0.0032
C 1.1913 1.1770 0.9089
C -3.7847 4.3201 0.1766
C 2.7603 -0.4804 0.4718
C -4.5094 2.0508 -1.2821
C -3.2505 4.0860 -1.0829
C -1.5658 -2.1574 1.0118
C -4.7484 3.4642 0.7037
C 1.0715 3.9363 -0.4995
C -0.8700 -0.2216 2.1331
C 1.6313 1.3945 -0.4458
C -3.2399 2.9650 -3.3782
C -2.0952 -0.9909 0.3262
C 2.5364 0.3047 -0.7068
C -1.0437 2.9270 -2.6855
C 1.4699 2.7190 -1.3055
C 1.0411 -1.1182 -3.6319
C -1.5146 -2.4001 -2.8478
H -1.5738 3.8476 -4.5016
H -4.6786 1.0622 -1.7479
H -1.4010 -2.9591 -3.7958
H 0.0016 3.9643 -0.2463
H -0.3663 -2.3159 2.9451
H -2.8228 -0.9837 -0.4938
H -3.0633 1.9380 -3.7047
H 1.6756 4.0670 0.4120
H -1.7638 -3.2132 0.7806
H 1.2789 4.8381 -1.1135
H 2.9027 3.9292 -2.4347
H 3.4883 -1.3099 0.5864
H -2.0914 -3.0116 -2.1317
H -3.4736 5.2260 0.7179
H 0.9216 3.3646 -3.2879
H 3.0571 0.1637 -1.6653
H 0.4301 -0.2508 -3.9654
H 2.0441 -0.1767 2.5801
H 1.1462 -4.2052 -2.6095
H -2.0808 -1.4731 -3.0464
H 0.5517 1.9118 1.4494
H 2.1924 -3.3517 -1.4272
H 3.5393 3.3503 -0.8962
H -2.0498 1.1838 0.8019
H 0.6659 1.5837 -2.9754
H -5.7944 1.5843 0.4361
H 2.0461 -0.7495 -3.3708
H -0.5850 0.4458 2.9384
H 3.4350 2.2465 -2.2829
H -5.2554 3.6997 1.6382
H -2.4097 4.6868 -1.4324
H 1.1223 -1.8354 -4.4642
H -4.0199 3.3844 -4.0511
H 0.6741 -4.1118 -0.8827

Record 5
47
Properties=species:S:1:pos:R:3 method="wB97M-V/def2-TZVPD" homo_energy_ev=-19.55 energy_ha=-1513.55837 orbital_gap_ha=0.345 total_charge=+3
Y -0.5680 -0.4914 0.3032
S 0.7349 0.1499 -2.1282
S 0.8994 -0.1832 2.7373
O -2.5736 -0.2686 -0.5784
O -0.8708 1.7543 0.2548
N 1.6901 -1.8115 -0.0020
C -2.2504 2.1710 0.0108
C 2.5623 -1.7242 -1.2127
C -0.0905 2.9299 0.5562
C 1.6801 -1.3962 -2.3821
C 2.5428 -1.9743 1.2165
C 2.2294 1.0687 2.7743
C -3.0066 -0.9148 -1.8041
C -3.4315 -2.9595 0.3402
C -2.1906 -3.4143 0.0772
C 1.7011 -1.8311 2.4621
C 2.0857 1.3968 -2.2642
C -3.2454 0.9971 -0.1390
H 3.3588 -1.2405 1.1770
H -2.1727 -0.8016 -2.5183
H -0.7545 3.7935 0.4217
H 3.3417 -0.9718 -1.0412
H 2.8936 1.0078 1.9130
H 3.0297 -2.7045 -1.3728
H -1.5603 -3.8572 0.8564
H 2.2534 -1.2552 -3.2899
H 2.9641 -2.9910 1.1877
H 2.8216 0.9902 3.6889
H 0.8479 -2.5283 2.4303
H 2.9172 1.1926 -1.5841
H 0.2350 2.8549 1.5974
H -2.5283 2.8162 0.8518
H -4.0122 1.2805 -0.8774
H 0.7425 2.9872 -0.1357
H 1.7600 2.0551 2.7872
H -3.7413 0.7677 0.8277
H -4.1543 -2.6289 -0.4279
H 1.2011 -2.7125 -0.1086
H -2.2489 2.7837 -0.9023
H -1.8117 -3.5104 -0.9496
H -3.1024 -1.9795 -1.5727
H 2.3032 -2.0701 3.3434
H -3.8987 -2.9920 1.3338
H 2.4220 1.3630 -3.3058
H 0.9241 -2.1682 -2.5465
H -3.9624 -0.4971 -2.1456
H 1.6531 2.3797 -2.0641

Record 6
75
Properties=species:S:1:pos:R:3 method="wB97M-V/def2-TZVPD" homo_energy_ev="-7.15 / -7.10" energy_ha=-3519.11570 multiplicity=2 orbital_gap_ha="0.222 / 0.201"
Sb 0.9573 2.2929 2.5313
Rh 0.2350 0.0328 -0.1563
S -0.6159 0.5079 1.9742
S 2.3533 1.2970 4.1052
S 2.0642 2.0854 0.4128
P -0.9440 1.5466 -1.4396
P -1.4794 -1.5985 -0.5504
N -3.3316 -1.5385 -2.5624
N -2.8703 1.0688 -3.2717
N 1.9754 -1.0234 0.7186
C 2.6542 -0.7964 -1.5336
C -5.7650 0.3204 -5.3508
C 1.3044 -0.5171 -1.8151
C -1.0831 3.9369 -0.0486
C 3.0254 -0.8963 -0.1180
C -4.7243 1.0210 -4.7873
C 0.8974 -0.6465 -3.1435
C -1.2367 -3.4274 -0.9431
C 2.1887 -1.2603 2.0083
C 3.5543 -1.1062 -2.5530
C -0.5668 -4.0034 0.3114
C 4.3264 -0.8987 0.3666
C -2.1643 0.5015 -2.3200
C -5.9705 -1.0262 -5.0249
C -2.8628 -1.5921 0.6504
C -2.5246 -4.1923 -1.2417
C 3.4615 -1.3222 2.5490
C 3.1244 -1.2000 -3.8635
C -2.0172 2.9670 -0.7781
C 1.7853 -0.9929 -4.1536
C -0.2745 -3.5288 -2.1272
C -2.7589 3.7484 -1.8643
C 4.5454 -1.0919 1.7180
C -0.0404 2.3840 -2.7846
C -2.3899 -0.8489 -1.9631
C -5.1559 -1.6615 -4.1171
C -4.1098 -0.9662 -3.4984
C -3.8776 0.4005 -3.8599
C -3.0275 2.3526 0.1930
H -0.7190 -3.1096 -3.0314
H 1.3134 -1.3967 2.6311
H -3.1858 -4.2219 -0.3753
H -2.5141 1.8278 0.9998
H -5.3178 -2.6999 -3.8578
H -0.7411 2.7083 -3.5514
H -0.5524 4.5790 -0.7518
H -1.2516 -3.9947 1.1605
H 0.6875 1.7022 -3.2110
H -3.3641 4.5145 -1.3734
H -0.1418 -0.5033 -3.4161
H -2.5613 -2.0936 1.5689
H 3.8218 -1.4769 -4.6431
H -0.0265 -4.5759 -2.3136
H -3.6765 1.6404 -0.3257
H -3.4150 3.1139 -2.4483
H 3.5923 -1.5006 3.6060
H -3.0945 -0.5547 0.8924
H -3.7374 -2.0690 0.2118
H 0.6529 -2.9946 -1.9201
H 0.4946 3.2292 -2.3527
H -3.0559 -3.7428 -2.0709
H 5.5481 -1.0676 2.1228
H -6.4244 0.8213 -6.0463
H -0.3363 3.4022 0.5312
H -3.6572 3.1286 0.6336
H 4.5921 -1.2993 -2.3125
H -0.2624 -5.0364 0.1328
H 5.1534 -0.7188 -0.3043
H 1.4258 -1.1036 -5.1700
H -2.2652 -5.2203 -1.5054
H 0.3203 -3.4230 0.5772
H -2.0699 4.2530 -2.5409
H -4.5448 2.0588 -5.0372
H -6.7809 -1.5756 -5.4844
H -1.6570 4.5752 0.6260

Record 7
96
Properties=species:S:1:pos:R:3 method="wB97M-V/def2-TZVPD" homo_energy_ev=-11.64 energy_ha=-2147.48791 orbital_gap_ha=0.305 total_charge=+1
F -1.4002 -0.4774 0.6603
O 1.7374 1.1100 -2.9145
O -2.9626 -0.9704 2.0970
O -0.0689 -2.5186 2.3617
O -6.6120 2.7008 -0.2793
O 4.0194 -3.1851 -0.6743
O -0.3889 4.7827 -2.0664
O -3.5686 2.3986 -0.4605
O -1.3071 -0.6147 6.3498
O 4.1709 -9.5130 0.7154
O -10.2186 4.5933 1.3353
O 5.1090 3.3087 -1.9199
O 6.1408 -5.7075 2.2332
O -4.2303 2.0661 -3.9484
N -3.6825 0.3106 0.4045
N -1.6198 -0.2061 -3.3030
N -2.2319 0.8944 -1.5215
N -0.9293 1.2544 -1.6733
N 0.6070 0.4772 -3.3403
C -6.9536 2.5248 1.0903
C 6.5048 3.4713 -2.1719
C 3.9202 -3.5545 0.7035
C -3.1728 1.2835 -0.5126
C -10.8732 3.4820 1.9356
C -0.5798 0.5344 -2.7651
C -0.1964 2.1994 -0.8066
C 4.0206 0.5607 -1.9934
C -3.9196 2.2272 -5.3325
C 2.8522 -9.0076 0.8914
C 0.8075 1.5369 0.2019
C 4.4355 -0.2594 -0.7152
C -0.1990 0.2101 6.6953
C -2.6771 -0.4026 1.1156
C 0.0728 5.3878 -3.2754
C 2.0368 2.4893 0.3159
C 2.6409 0.0263 -2.4602
C -2.6443 0.0454 -2.4924
C 5.5508 -6.8165 2.9084
C 0.1163 -2.9363 3.7105
H 5.3003 -7.5971 2.1858
H -3.6296 1.2597 -5.7369
H 2.8939 -8.1500 1.5603
H 3.5593 -0.7129 -0.2054
H -11.7764 3.8314 2.4302
H 3.8048 -3.9662 -1.1949
H 6.6977 3.4347 -3.2462
H -0.6323 -3.6871 3.9724
H -10.2143 3.0192 2.6761
H 4.0609 1.6591 -1.8479
H -0.4692 1.2644 6.5928
H -1.1749 5.2666 -1.7892
H -6.4284 3.2641 1.7010
H 4.6425 -6.4810 3.4060
H -3.0912 2.9298 -5.4509
H 0.7029 -0.1327 -4.1519
H 6.9397 -6.0286 1.8025
H 2.7356 2.2284 1.1282
H -0.9361 -2.1234 2.2601
H 2.0796 -0.5358 -1.6882
H 4.1593 -2.6858 1.3146
H -0.9373 2.8000 -0.2392
H -4.4846 2.9314 -3.6095
H 0.3260 2.9268 -1.4777
H 1.6452 3.5236 0.4540
H 2.9014 -3.8832 0.9264
H -6.6876 1.5131 1.4136
H -4.1693 0.8612 1.1214
H 4.1095 -10.2684 0.1217
H 4.9845 0.3665 0.0141
H 2.7781 -0.6337 -3.3490
H 4.6527 4.0350 -2.3585
H 1.0422 0.5192 -0.1540
H 2.5400 2.4998 -0.6698
H 6.2472 -7.2079 3.6533
H 2.2163 -9.7794 1.3317
H 7.0403 2.6600 -1.6835
H 4.6262 -4.3554 0.9263
H 6.8492 4.4247 -1.7668
H -1.5309 -0.4224 5.4337
H 0.9620 4.8569 -3.6102
H -4.7949 2.5942 -5.8710
H -5.6611 2.5738 -0.3575
H 2.4447 -8.6946 -0.0736
H -8.0261 2.6636 1.2018
H 0.6541 -0.0169 6.0497
H -9.4266 4.2559 0.9053
H -3.6754 -0.3213 -2.4966
H 5.0834 -1.1077 -1.0047
H 0.0303 -2.0777 4.3806
H 4.7524 0.3108 -2.7865
H 0.3245 6.4347 -3.0969
H 1.1094 -3.3699 3.8062
H 0.3132 1.5424 1.1971
H -0.6984 5.3202 -4.0458
H 0.0714 0.0091 7.7292
H -11.1425 2.7526 1.1671

Record 8
35
Properties=species:S:1:pos:R:3 method="wB97M-V/def2-TZVPD" homo_energy_ev="-9.68 / -12.17" energy_ha=-2347.64706 multiplicity=4 orbital_gap_ha="0.191 / 0.225" total_charge=+1
Au 15.7663 6.6016 4.4953
S 9.2300 3.5149 7.5373
S 11.5992 4.3673 4.3248
S 13.1429 7.8917 2.5375
O 9.8577 3.1135 8.7424
O 7.9443 3.0169 7.1638
N 17.1231 5.9770 5.8331
N 18.8016 5.4112 6.9314
N 17.7484 5.3906 7.8978
N 13.6451 5.6194 9.3598
N 10.3333 3.2543 6.2781
N 14.4364 6.2448 6.9783
C 14.2916 7.2494 3.3094
C 10.0090 6.8942 5.6682
C 8.7232 7.6240 7.5573
C 16.7276 5.7638 7.2640
C 15.0426 5.3414 9.0951
C 8.5543 6.3531 8.0191
C 13.1855 6.3699 7.1796
C 9.2200 5.3425 7.3290
C 10.5742 4.3529 5.6718
C 9.3475 7.8869 6.3654
C 18.3888 5.7243 5.7820
C 15.3999 5.7223 7.8182
C 12.8175 6.1615 8.4414
C 9.9658 5.6002 6.2031
H 19.0366 5.8642 4.9093
H 15.8239 4.8101 9.6024
H 7.9376 6.0897 8.8431
H 11.7959 6.2948 8.6824
H 8.1455 8.4183 8.0463
H 12.4847 6.5333 6.3798
H 9.2498 8.8827 5.9929
H 10.4292 7.1361 4.7040
H 19.7853 5.3765 7.2445

Record 9
24
Properties=species:S:1:pos:R:3 method="wB97M-V/def2-TZVPD" homo_energy_ev=-9.92 energy_ha=-611.42432 orbital_gap_ha=0.359
O 2.6819 -0.0530 0.5561
O -0.3005 -2.6484 2.4179
O -1.3504 2.3602 0.8266
O 0.3336 2.8559 -1.6352
O 2.0235 -1.4847 -2.1186
O -0.1361 0.2866 -2.3860
O 0.0069 -0.2559 0.5073
O -2.4904 0.3218 2.2989
H 1.7687 -0.1440 0.4450
H 2.9128 -1.6206 -2.1988
H 2.8353 0.0473 -0.3239
H 1.6590 -2.3877 -2.4007
H -3.3336 0.6748 2.7026
H -0.6825 -0.7300 0.9897
H -1.8188 -0.0614 2.9441
H -0.6095 -0.2835 -2.8649
H 0.2551 1.9557 -2.0049
H -0.8100 -2.0013 3.2048
H -1.2918 1.5994 1.3305
H -1.0431 -3.3229 2.2176
H -0.4865 3.2526 -1.6116
H 0.0893 -0.4887 -0.4003
H 0.6984 -0.1187 -2.4428
H -0.9115 2.2466 -0.0535

Record 10
18
Properties=species:S:1:pos:R:3 method="wB97M-V/def2-TZVPD" homo_energy_ev="-6.98 / -6.98" energy_ha=-327.00848 orbital_gap_ha="0.283 / 0.283"
O 2.4978 -0.6593 0.1607
N -0.1101 0.7863 0.0349
C 0.7331 1.6080 0.7309
C 0.5041 0.0170 -1.0602
C -1.3702 0.6047 0.3995
C 1.3746 -1.1232 -0.5309
C -2.1206 -0.6854 0.3239
H -1.9525 -1.2745 1.2418
H -0.2795 -0.3462 -1.7285
H 0.7536 -1.7886 0.0917
H 1.7306 -1.7081 -1.3874
H 1.3890 2.2426 0.1462
H 0.3263 1.9769 1.6661
H -1.8340 -1.3180 -0.5233
H 2.1744 0.0730 0.7288
H -1.7538 1.3789 1.0574
H 1.1367 0.7154 -1.6157
H -3.1996 -0.4994 0.2641